{
  "formula": "C34H66F3O32Rb",
  "method": "wB97M-V/def2-TZVPD",
  "elements": ["Rb", "C", "O", "O", "C", "F", "F", "F", "C", "C", "H", "H", "H", "H", "H", "H", "C", "O", "C", "O", "O", "C", "H", "H", "H", "H", "H", "H", "C", "O", "C", "O", "O", "C", "H", "H", "H", "H", "H", "H", "C", "O", "C", "O", "O", "C", "H", "H", "H", "H", "H", "H", "C", "O", "C", "O", "O", "C", "H", "H", "H", "H", "H", "H", "C", "O", "C", "O", "O", "C", "H", "H", "H", "H", "H", "H", "C", "O", "C", "O", "O", "C", "H", "H", "H", "H", "H", "H", "C", "O", "C", "O", "O", "C", "H", "H", "H", "H", "H", "H", "C", "O", "C", "O", "O", "C", "H", "H", "H", "H", "H", "H", "C", "O", "C", "O", "O", "C", "H", "H", "H", "H", "H", "H", "C", "O", "C", "O", "O", "C", "H", "H", "H", "H", "H", "H"],
  "coordinates": [[3.1512, 2.2867, -2.0754], [1.6250, -0.2119, 0.2504], [1.1127, 0.8343, -0.6301], [2.8990, -0.1353, 0.3577], [0.8381, -0.0375, 1.5804], [-0.3927, -0.6507, 1.4879], [1.3874, -0.5458, 2.6833], [0.5334, 1.2461, 1.8550], [-0.2487, 0.7734, -1.0699], [-0.4830, 2.0119, -1.8908], [-1.5377, 2.1970, -2.0922], [-0.0364, 2.8913, -1.4196], [0.0427, 1.9199, -2.8518], [-0.8643, 0.7322, -0.1733], [-0.4520, -0.1580, -1.6079], [1.2689, -1.1762, -0.1905], [0.8265, -3.7046, 1.1204], [1.2209, -4.9437, 1.6965], [0.3112, -5.8768, 1.9465], [-0.8433, -5.8666, 1.6207], [0.9208, -6.8590, 2.6174], [0.0968, -7.9850, 2.8622], [0.7196, -3.6810, 0.0340], [1.5502, -2.9694, 1.4595], [-0.1640, -3.4003, 1.4730], [0.6839, -8.7186, 3.4069], [-0.3325, -8.4216, 1.9618], [-0.7546, -7.7237, 3.4997], [-1.6064, -4.5984, -1.8754], [-2.1273, -4.3683, -0.5706], [-2.2108, -3.1304, -0.1199], [-1.7409, -2.1494, -0.6334], [-2.8910, -3.1538, 1.0250], [-3.2758, -1.8993, 1.5731], [-2.1501, -5.4216, -2.3414], [-0.5774, -4.9432, -1.8147], [-1.7411, -3.7086, -2.4867], [-3.1219, -1.9050, 2.6501], [-4.3577, -1.7931, 1.4269], [-2.8071, -1.0276, 1.1264], [-0.2312, -2.7136, 4.1444], [0.7041, -2.7307, 5.2257], [1.1838, -3.8819, 5.6767], [2.1361, -3.9375, 6.4035], [0.4837, -4.9342, 5.2368], [0.8770, -6.2052, 5.7613], [-0.1104, -3.5689, 3.4810], [-0.1426, -1.7914, 3.5843], [-1.2433, -2.8178, 4.5484], [1.9534, -6.3390, 5.6846], [0.4060, -6.9585, 5.1312], [0.5084, -6.3276, 6.7774], [4.6943, 0.2819, -5.5551], [3.3190, 0.0046, -5.7828], [2.6105, -0.3753, -4.7325], [2.9517, -0.2797, -3.5754], [1.4464, -0.8343, -5.1494], [0.5411, -1.3468, -4.1587], [4.8089, 1.3620, -5.4085], [5.2591, 0.0472, -6.4510], [5.0466, -0.2562, -4.6800], [1.0234, -1.5842, -3.2154], [0.1407, -2.2672, -4.5828], [-0.2730, -0.6351, -4.0442], [2.7847, -0.2417, 5.2544], [3.3187, 0.8909, 5.9319], [3.9339, 1.7564, 5.1518], [4.1570, 1.6174, 3.9760], [4.3097, 2.7987, 5.9039], [4.8322, 3.9372, 5.2191], [3.4606, -0.5020, 4.4356], [1.7890, -0.0777, 4.8633], [2.8227, -1.1066, 5.9115], [5.8539, 4.0659, 5.5789], [4.2682, 4.8151, 5.5297], [4.7947, 3.8060, 4.1436], [-2.2615, 2.3952, 1.7242], [-3.3828, 1.8756, 1.0039], [-4.5637, 2.4396, 1.2165], [-4.7722, 3.4904, 1.7658], [-5.4928, 1.6409, 0.6979], [-6.7752, 2.2672, 0.4705], [-1.6217, 2.9719, 1.0559], [-1.6930, 1.5376, 2.0675], [-2.4449, 3.0009, 2.6093], [-7.4059, 1.4427, 0.1571], [-6.6379, 3.0546, -0.2598], [-7.1568, 2.6138, 1.4287], [-6.7446, 4.8531, -2.7624], [-5.9031, 3.7293, -3.0273], [-6.5080, 2.5295, -3.0407], [-7.6853, 2.3671, -2.9843], [-5.6481, 1.5206, -3.1408], [-4.2473, 1.7634, -3.2084], [-6.1188, 5.7252, -2.9364], [-7.0422, 4.8192, -1.7176], [-7.5895, 4.9006, -3.4427], [-3.9789, 1.9783, -4.2460], [-3.7578, 0.8515, -2.8809], [-3.9051, 2.5954, -2.5975], [2.7613, -4.1380, -2.1233], [1.5844, -4.4474, -2.8750], [1.6541, -5.0672, -4.0449], [2.6482, -5.4405, -4.6038], [0.4109, -5.1579, -4.5092], [0.2148, -5.8698, -5.7389], [3.2479, -5.0517, -1.7876], [2.4377, -3.5199, -1.2962], [3.4490, -3.5730, -2.7532], [-0.8513, -5.7903, -5.9314], [0.4230, -6.9324, -5.6187], [0.8300, -5.4133, -6.5080], [2.5073, 3.3864, 1.8789], [2.5254, 4.7272, 2.4179], [1.5402, 4.9887, 3.2632], [0.5806, 4.3010, 3.4722], [1.8122, 6.1657, 3.8527], [0.7808, 6.7466, 4.6227], [3.5096, 3.2489, 1.4739], [1.7874, 3.2554, 1.0784], [2.4094, 2.6804, 2.6922], [1.1796, 7.0110, 5.6024], [-0.0660, 6.0799, 4.7760], [0.3883, 7.6575, 4.1666], [3.5789, 6.2890, -4.3242], [2.2385, 6.4169, -4.7660], [1.3955, 5.4913, -4.3279], [1.6657, 4.5735, -3.5929], [0.1890, 5.7794, -4.7827], [-0.8619, 4.9090, -4.3567], [3.6678, 6.0730, -3.2611], [4.0703, 7.2454, -4.4982], [4.1380, 5.5544, -4.9075], [-1.7846, 5.1246, -4.8841], [-1.0479, 5.0548, -3.2922], [-0.5671, 3.8795, -4.5566]],
  "mulliken_charge": [0.9556, 1.1776, 0.2106, -0.9763, -0.2304, 0.1633, -0.2116, 0.0367, 1.4904, -1.0775, -0.1253, 0.3200, 0.1885, -0.6139, -0.4340, -0.8221, 0.4290, -0.4534, 0.8549, -0.5770, -0.3224, -0.8867, -0.3847, 0.3978, -0.1650, 0.3182, 0.2924, 0.3499, -0.6657, -0.4286, 0.7012, -0.2743, -0.3530, -0.4319, 0.3733, 0.2636, 0.1998, 0.2414, 0.3724, -0.0104, 0.1062, -0.2428, 0.6592, -0.5977, -0.2807, -0.6425, -0.0081, -0.2383, 0.4344, 0.3524, 0.0732, 0.3466, -0.6200, -0.3872, 0.9971, -0.5780, -0.4383, -0.4155, 0.2110, 0.2544, 0.3297, 0.1378, 0.3050, 0.2906, -0.4865, -0.3906, 0.9686, -0.5910, -0.4024, -0.5963, 0.3160, 0.1646, 0.2275, 0.2786, 0.1989, 0.2949, -0.6048, -0.0038, 0.6124, -0.5920, -0.2487, -0.3697, 0.2298, -0.0807, 0.4764, 0.2337, -0.0712, 0.3398, -0.6666, -0.2904, 0.7358, -0.5622, -0.3555, -0.5328, 0.2232, 0.2850, 0.2899, 0.3558, 0.2019, 0.3162, -0.4531, 0.1425, 0.4508, -0.5918, -0.2126, -0.7547, 0.3357, -0.0011, 0.2725, 0.2261, 0.3083, 0.3057, -0.2732, -0.4135, 0.8425, -0.5530, -0.3547, -0.7117, 0.1647, 0.4977, 0.0040, 0.2550, 0.3449, 0.2535, -0.6244, -0.3435, 0.7363, -0.4022, -0.3505, -0.5190, 0.2700, 0.2424, 0.2806, 0.2780, 0.2823, 0.2208],
  "lumo_energy_ev": -0.618,
  "e_homo_ha": -0.267,
  "e_tot_ev": -110655.810,
  "charge": 0,
  "orbital_gap_ev": 6.66,
  "e_above_lowest_kcal_mol": 0.00
}

{
  "formula": "C3H4N2O",
  "method": "wB97M-V/def2-TZVPD",
  "elements": ["O", "C", "C", "N", "C", "N", "H", "H", "H", "H"],
  "coordinates": [[-1.1536, 1.6993, 0.4710], [-0.3621, 0.8363, 0.1545], [-0.8566, -0.6119, -0.0067], [0.2213, -1.5380, -0.0759], [1.2455, -2.1092, -0.1243], [0.9388, 1.0464, -0.1395], [-1.5106, -0.8491, 0.8371], [-1.4490, -0.6729, -0.9265], [1.5991, 0.2684, -0.2191], [1.3154, 1.9609, 0.0290]],
  "nbo_charge": [-0.5959, 0.6641, -0.3358, -0.5278, 0.2850, -0.8161, 0.2532, 0.2505, 0.4134, 0.4095],
  "lumo_energy_ev": 0.789,
  "e_homo_ha": -0.383,
  "e_tot_ev": -8202.797,
  "charge": 0,
  "orbital_gap_ev": 11.22,
  "e_above_lowest_kcal_mol": 25.10
}

{
  "formula": "BH22O9",
  "method": "wB97M-V/def2-TZVPD",
  "elements": ["B", "H", "H", "H", "H", "O", "H", "H", "O", "H", "H", "O", "H", "H", "O", "H", "H", "O", "H", "H", "O", "H", "H", "O", "H", "H", "O", "H", "H", "O", "H", "H"],
  "coordinates": [[0.1600, -0.6658, 0.3655], [0.6396, 0.2464, -0.4046], [0.2856, -1.6942, -0.2601], [0.8404, -0.5705, 1.3008], [-1.0172, -0.4342, 0.5696], [3.5928, -1.3404, 0.5707], [3.6819, -0.6096, 0.1812], [2.5755, -1.1717, 0.3660], [1.4692, -1.5177, 4.1826], [2.1175, -2.2013, 3.4962], [1.6336, -0.5740, 4.1346], [-4.2163, 0.3542, 0.9661], [-3.9413, -0.0698, 1.7257], [-3.4113, 0.4563, 0.4418], [-2.2061, -1.6543, -2.1679], [-1.4326, -1.3358, -1.6207], [-1.7957, -1.1719, -3.0376], [-1.2724, 2.7440, -1.0880], [-0.3448, 2.9380, -1.3107], [-1.2389, 2.2111, -0.4041], [1.2543, 2.6748, 1.4201], [0.6206, 3.1956, 1.6213], [0.9891, 2.1632, 0.6969], [-1.7174, -3.3940, 1.2360], [-1.3348, -2.5005, 1.1977], [-1.5583, -3.2286, 2.2375], [1.2891, -0.5618, -2.8600], [1.1614, -0.1826, -1.9539], [1.1263, 0.0723, -3.4812], [0.6380, 2.4559, -2.3553], [0.7780, 3.2904, -2.5791], [0.6343, 2.0765, -3.1869]],
  "nbo_charge": [-0.7758, -0.1136, -0.0162, -0.0227, -0.0500, -0.9347, 0.4334, 0.4985, -0.9889, 0.5052, 0.4842, -0.9432, 0.4604, 0.4835, -0.9423, 0.4951, 0.4465, -0.9553, 0.4623, 0.4541, -0.9259, 0.4437, 0.4811, -0.9319, 0.4870, 0.4449, -0.9655, 0.5127, 0.4346, -0.8866, 0.4548, 0.4705],
  "lumo_energy_ev": 2.329,
  "e_homo_ha": -0.238,
  "e_tot_ev": -19457.058,
  "charge": -1,
  "orbital_gap_ev": 8.80,
  "e_above_lowest_kcal_mol": 130.74
}